Here is a cluster of 4 separate species, CH9O3S in total in a non-equilibrium geometry from OMol25. Energies are from the ωB97M-V functional and the def2-TZVPD basis.

The spin multiplicity is 1. For the HOMO energy, the calculation gives -2.806 eV. As for the LUMO energy: 3.4106 eV. As for the largest force on an atom: 3.79 eV/A. Its total energy is -667.4136 hartree. As for the charge: -1. Its HOMO-LUMO gap is 6.216 eV. As for the energy above the lowest of the compared OMol25 structures with the same formula, charge and spin: 1.526 eV.

Geometry as XYZ:
```
14
Properties=species:S:1:pos:R:3:lowdin_charge:R:1
C -1.002 -1.609 -0.135 -0.72
S 0.579 -0.706 -0.224 0.10
H -1.586 -1.159 -0.875 -0.06
H -1.439 -1.406 0.948 0.02
H -1.037 -2.764 -0.217 0.03
H 2.580 1.182 0.928 -0.05
H 3.668 0.354 1.362 0.05
O 3.282 1.245 1.554 -0.11
H -1.224 3.338 2.316 0.08
H -2.362 3.778 1.215 0.03
O -2.210 3.360 2.081 -0.11
H 0.391 -1.594 -3.762 0.06
H 0.402 -1.855 -2.172 -0.10
O -0.043 -2.164 -3.018 -0.21
```

***

Here is a cluster of 5 separate species, CH9O6 in total from OMol25. Energies are from the ωB97M-V functional and the def2-TZVPD basis.

The spin multiplicity is 1. For the HOMO energy, the calculation gives -5.512 eV. As for the LUMO energy: 3.5808 eV. As for the largest force on an atom: 0.88 eV/A. Its total energy is -495.0302 hartree. As for the charge: -1. Its HOMO-LUMO gap is 9.093 eV. As for the energy above the lowest of the compared OMol25 structures with the same formula, charge and spin: 0.767 eV.

Geometry as XYZ:
```
16
Properties=species:S:1:pos:R:3:lowdin_charge:R:1
O 0.662 0.982 0.453 -0.13
C -0.169 0.886 -0.487 -0.60
O -1.162 0.134 -0.524 -0.11
H -0.045 1.554 -1.366 0.11
H 2.770 -1.372 0.582 0.03
H 3.316 -0.196 1.324 0.02
O 3.610 -0.995 0.872 -0.07
H 3.403 2.112 -0.333 0.02
H 2.186 1.225 -0.579 -0.03
O 2.955 1.633 -1.032 -0.10
H -4.563 -2.332 -0.949 0.03
H -4.203 -2.030 -2.350 0.04
O -4.883 -2.487 -1.838 -0.07
H -1.471 0.018 1.584 0.00
H -0.184 0.164 2.159 -0.01
O -1.096 0.103 2.483 -0.12
```

***

Here is a structure of composition CHAlO3 in a non-equilibrium geometry from OMol25. Energies are from the ωB97M-V functional and the def2-TZVPD basis.

The spin multiplicity is 1. For the HOMO energy, the calculation gives -21.784 eV. As for the LUMO energy: -17.1488 eV. As for the largest force on an atom: 5.51 eV/A. Its total energy is -505.8994 hartree. As for the charge: +2. Its HOMO-LUMO gap is 4.635 eV. As for the energy above the lowest of the compared OMol25 structures with the same formula, charge and spin: 0.435 eV.

Geometry as XYZ:
```
6
Properties=species:S:1:pos:R:3:lowdin_charge:R:1
Al -2.056 -1.470 -2.010 1.30
O 0.831 0.657 1.281 0.35
C 0.435 -0.028 0.242 -0.62
O -0.140 0.524 -0.744 0.33
O 0.419 -1.258 0.180 0.42
H 0.512 1.574 1.051 0.22
```

***

Here is a structure of composition CHBiF3O3S in a non-equilibrium geometry from OMol25. Energies are from the ωB97M-V functional and the def2-TZVPD basis.

The spin multiplicity is 1. For the HOMO energy (spin up / spin down), the calculation gives -3.781 / -3.837 eV. As for the LUMO energy (spin up / spin down): 2.2421 / 2.2318 eV. As for the largest force on an atom: 6.27 eV/A. Its total energy is -1176.5715 hartree. As for the charge: -1. Its HOMO-LUMO gap (spin up / spin down) is 6.023 / 6.069 eV. As for the energy above the lowest of the compared OMol25 structures with the same formula, charge and spin: 5.183 eV.

Geometry as XYZ:
```
10
Properties=species:S:1:pos:R:3:lowdin_charge:R:1
S 1.048 0.511 -0.922 0.82
O 1.481 1.953 -0.747 -0.49
O 1.978 -0.225 0.057 -0.96
C -0.779 0.429 -0.407 -0.39
F -2.109 0.225 -0.129 -0.04
F -1.200 -1.640 -0.809 -0.44
Bi 2.143 -0.913 2.026 0.90
O -0.518 -0.400 1.290 -0.57
H -0.902 -1.604 0.605 0.22
F -1.142 1.664 -0.965 -0.04
```